# 1
{"formula": "C8H14N3", "method": "ωB97M-V/def2-TZVPD", "elements": ["C", "N", "C", "N", "C", "N", "C", "C", "C", "C", "C", "H", "H", "H", "H", "H", "H", "H", "H", "H", "H", "H", "H", "H", "H"], "xyz": [[-1.95, 1.73, -0.19], [-2.45, 0.37, -0.75], [-1.48, -0.75, -0.68], [-0.29, -0.41, 0.01], [-0.24, 0.47, 1.09], [-1.03, 1.50, 0.95], [0.69, -0.03, 2.14], [1.49, -1.06, 1.05], [1.04, -0.71, -0.37], [1.87, 0.34, -1.10], [1.68, -1.07, -1.54], [-1.29, 2.23, -0.95], [-2.80, 2.29, -0.02], [-2.80, 0.52, -1.76], [-2.09, -1.59, -0.27], [-1.31, -1.27, -1.66], [-1.46, 1.80, 1.74], [0.02, -0.75, 2.74], [1.20, 0.52, 2.93], [2.55, -1.20, 1.27], [1.12, -1.97, 1.30], [2.78, 0.69, -0.60], [1.17, 1.12, -1.42], [1.04, -1.11, -2.43], [2.54, -1.66, -1.48]], "mulliken_charge": [-0.496, -0.423, -0.393, 0.170, 0.169, -0.115, -0.556, -1.225, 0.705, -0.689, -0.713, 0.291, 0.404, 0.293, 0.253, 0.359, 0.315, 0.283, 0.417, 0.484, 0.490, 0.274, 0.175, 0.225, 0.306], "lumo_ha": -0.139, "e_homo_ha": -0.4757, "energy_ev": -12983.0826, "charge": 1, "relative_energy_ev": 4.828, "fmax_ev_per_a": 6.5, "smiles": "C1NCN2C(=[NH+]1)CCC21CC1"}



# 2
{"formula": "C9H19N6O3SV", "method": "ωB97M-V/def2-TZVPD", "elements": ["V", "S", "C", "N", "C", "C", "C", "N", "H", "H", "H", "H", "O", "N", "O", "N", "H", "H", "H", "C", "N", "C", "C", "O", "N", "C", "C", "H", "H", "H", "H", "H", "H", "H", "H", "H", "H", "H", "H"], "xyz": [[-1.66, -0.43, 0.11], [0.01, 0.84, 1.62], [-0.96, 2.16, 2.01], [-0.56, 3.00, 3.02], [-1.23, 4.12, 3.36], [-2.36, 4.45, 2.68], [-2.76, 3.55, 1.67], [-2.11, 2.45, 1.36], [0.28, 2.74, 3.51], [-0.82, 4.70, 4.17], [-2.93, 5.33, 2.91], [-3.67, 3.73, 1.12], [-3.41, -1.50, -0.33], [-3.87, -0.74, 0.57], [-3.10, -0.64, 1.57], [-2.12, 0.96, -1.53], [-1.42, 1.68, -1.66], [-3.02, 1.40, -1.42], [-2.15, 0.42, -2.39], [3.54, -1.03, -1.05], [2.21, -0.93, -1.65], [1.95, 0.29, -2.41], [1.15, -1.59, -1.14], [0.01, -1.06, -1.14], [1.33, -2.83, -0.64], [0.24, -3.42, 0.13], [2.37, -3.72, -1.13], [3.89, -0.02, -0.82], [4.26, -1.50, -1.72], [3.48, -1.59, -0.12], [2.80, 0.49, -3.05], [1.79, 1.15, -1.75], [1.07, 0.16, -3.03], [-0.68, -3.47, -0.46], [0.05, -2.84, 1.03], [0.53, -4.42, 0.43], [2.80, -3.32, -2.05], [1.93, -4.69, -1.37], [3.17, -3.88, -0.40]], "mulliken_charge": [0.720, -0.537, 0.254, -0.029, -0.001, -0.774, 0.078, -0.167, 0.259, 0.412, 0.402, 0.420, -0.391, 0.324, -0.372, -0.576, 0.247, 0.291, 0.289, -1.161, 0.138, -1.001, 0.604, -0.691, 0.182, -0.994, -1.208, 0.403, 0.305, 0.418, 0.402, 0.287, 0.284, 0.297, 0.268, 0.436, 0.386, 0.477, 0.319], "spin_multiplicity": 4, "lumo_ha": [-0.128, -0.128], "e_homo_ha": [-0.3969, -0.4416], "energy_ev": -61241.5521, "charge": 1, "relative_energy_ev": 0.668, "fmax_ev_per_a": 1.2, "s_squared": 3.76}



# 3
{"formula": "C19H26N4O3", "method": "ωB97M-V/def2-TZVPD", "elements": ["C", "N", "C", "O", "C", "N", "C", "O", "C", "C", "C", "C", "N", "C", "C", "C", "C", "C", "C", "N", "C", "C", "O", "C", "C", "C", "H", "H", "H", "H", "H", "H", "H", "H", "H", "H", "H", "H", "H", "H", "H", "H", "H", "H", "H", "H", "H", "H", "H", "H", "H", "H"], "xyz": [[3.89, 2.18, -1.01], [2.76, 1.97, -0.15], [2.73, 2.06, 1.16], [3.69, 2.43, 1.78], [1.40, 1.74, 1.87], [0.27, 1.43, 0.92], [0.12, 0.27, 0.22], [0.93, -0.62, 0.31], [-1.18, 0.10, -0.59], [-1.51, -1.42, -0.84], [-0.61, -2.36, -1.61], [0.56, -2.02, -2.25], [1.15, -3.13, -2.78], [0.47, -4.26, -2.43], [0.72, -5.62, -2.68], [-0.13, -6.61, -2.15], [-1.28, -6.20, -1.46], [-1.55, -4.83, -1.25], [-0.70, -3.84, -1.75], [-2.32, 0.84, -0.05], [-2.61, 2.13, -0.26], [-3.94, 2.63, 0.28], [-1.88, 2.89, -0.84], [0.99, 2.85, 2.87], [0.65, 4.18, 2.19], [-0.16, 2.31, 3.68], [4.74, 1.65, -0.57], [4.13, 3.24, -1.09], [3.68, 1.77, -2.00], [1.88, 1.67, -0.59], [1.64, 0.87, 2.43], [-0.42, 2.14, 0.77], [-0.98, 0.52, -1.60], [-2.47, -1.47, -1.36], [-1.70, -1.87, 0.16], [0.91, -1.02, -2.32], [2.04, -3.09, -3.28], [1.62, -5.97, -3.18], [0.03, -7.67, -2.27], [-1.91, -6.92, -0.97], [-2.35, -4.50, -0.62], [-2.97, 0.30, 0.48], [-4.29, 3.56, -0.17], [-3.75, 2.80, 1.37], [-4.69, 1.80, 0.17], [1.81, 3.04, 3.54], [-0.33, 4.08, 1.75], [1.44, 4.45, 1.47], [0.71, 5.00, 2.93], [-0.37, 3.00, 4.50], [-1.05, 2.14, 3.05], [0.16, 1.39, 4.22]], "mulliken_charge": [-1.027, -0.042, 0.056, -0.685, 0.108, 0.218, 0.242, -0.649, 0.195, -0.475, 0.526, -0.962, -0.014, -0.225, -0.714, -0.393, -0.764, -0.203, 0.166, -0.122, 0.622, -1.202, -0.597, 0.008, -1.329, -1.252, 0.335, 0.306, 0.343, 0.225, 0.563, -0.106, 0.134, 0.438, 0.407, 0.501, 0.224, 0.328, 0.382, 0.379, 0.387, 0.263, 0.344, 0.244, 0.339, 0.536, 0.267, 0.344, 0.395, 0.451, 0.122, 0.364], "lumo_ha": 0.017, "e_homo_ha": -0.2860, "energy_ev": -32229.1725, "relative_energy_ev": 1.390, "fmax_ev_per_a": 3.1, "smiles": "CNC(=O)[C@H](NC(=O)[C@@H](Cc1c[nH]c2ccccc12)NC(C)=O)C(C)C"}



# 4
{"formula": "C3H8NS", "method": "ωB97M-V/def2-TZVPD", "elements": ["C", "C", "N", "C", "S", "H", "H", "H", "H", "H", "H", "H", "H"], "xyz": [[1.53, 0.21, -0.06], [0.12, -0.23, -0.27], [-0.23, -1.24, -0.95], [-1.05, 0.64, 0.43], [-2.63, -0.15, -0.01], [1.65, 1.17, -0.54], [2.18, -0.62, -0.37], [1.56, 0.45, 0.98], [0.45, -1.68, -1.62], [-1.30, -1.18, -1.04], [-1.01, 0.50, 1.55], [-1.23, 1.76, 0.35], [-2.66, 0.36, -1.23]], "mulliken_charge": [-1.070, 0.663, -0.190, -0.629, -0.266, 0.340, 0.389, 0.335, 0.308, 0.163, 0.331, 0.413, 0.212], "lumo_ha": -0.164, "e_homo_ha": -0.5328, "energy_ev": -15558.5211, "charge": 1, "relative_energy_ev": 0.139, "fmax_ev_per_a": 3.1, "smiles": "CC(=[NH2+])CS"}



# 5
{"formula": "C30H28AlN4O3PS3", "method": "ωB97M-V/def2-TZVPD", "elements": ["Al", "O", "C", "C", "C", "C", "C", "C", "C", "O", "N", "N", "C", "C", "C", "C", "C", "C", "C", "O", "H", "H", "H", "H", "H", "H", "H", "H", "H", "H", "S", "P", "S", "C", "C", "C", "C", "C", "C", "C", "C", "C", "C", "C", "C", "H", "H", "H", "H", "H", "H", "H", "H", "H", "H", "C", "N", "C", "C", "N", "C", "S", "H", "H", "H", "H", "H", "H", "H", "H"], "xyz": [[0.70, -1.44, -0.61], [1.71, -0.14, -4.55], [0.51, -0.41, -5.11], [0.30, 0.04, -6.41], [-0.90, -0.20, -7.05], [-1.92, -0.90, -6.41], [-1.72, -1.34, -5.12], [-0.52, -1.11, -4.45], [-0.37, -1.58, -3.06], [0.80, -1.37, -2.45], [-1.35, -2.17, -2.45], [-0.93, -2.45, -1.15], [-1.56, -3.35, -0.50], [-1.20, -3.76, 0.83], [-1.94, -4.77, 1.45], [-1.60, -5.24, 2.70], [-0.48, -4.70, 3.35], [0.27, -3.70, 2.76], [-0.07, -3.21, 1.49], [0.64, -2.24, 0.96], [1.71, -0.50, -3.65], [1.11, 0.57, -6.89], [-1.04, 0.16, -8.06], [-2.86, -1.09, -6.92], [-2.50, -1.87, -4.59], [-2.40, -3.84, -1.00], [-2.80, -5.18, 0.93], [-2.18, -6.02, 3.17], [-0.20, -5.07, 4.33], [1.13, -3.27, 3.26], [-0.40, 0.07, 3.01], [-0.78, 1.17, 1.43], [0.10, 0.77, -0.39], [-0.30, 2.90, 1.73], [-1.12, 3.72, 2.51], [-0.69, 4.99, 2.87], [0.56, 5.45, 2.46], [1.37, 4.64, 1.68], [0.94, 3.37, 1.32], [-2.56, 1.22, 1.09], [-3.47, 0.62, 1.96], [-4.84, 0.75, 1.73], [-5.30, 1.48, 0.65], [-4.39, 2.07, -0.23], [-3.03, 1.95, -0.01], [-2.09, 3.37, 2.83], [-1.33, 5.63, 3.46], [0.89, 6.44, 2.75], [2.34, 5.00, 1.35], [1.57, 2.74, 0.69], [-3.09, 0.06, 2.80], [-5.54, 0.27, 2.41], [-6.36, 1.58, 0.48], [-4.75, 2.63, -1.08], [-2.32, 2.40, -0.69], [5.79, 0.22, -0.13], [4.68, 0.21, 0.79], [4.70, 1.00, 2.02], [3.31, 0.74, 2.64], [2.73, -0.21, 1.69], [3.52, -0.45, 0.65], [3.11, -1.43, -0.69], [6.65, -0.30, 0.29], [6.08, 1.25, -0.35], [5.51, -0.27, -1.06], [4.86, 2.05, 1.79], [5.51, 0.67, 2.67], [2.70, 1.64, 2.70], [3.37, 0.30, 3.63], [1.78, -0.55, 1.77]], "mulliken_charge": [0.313, -0.715, 0.478, -0.672, -0.289, -0.749, -0.494, 0.075, 0.800, -0.699, -1.044, 0.787, -0.266, 0.806, -0.780, -0.739, -0.547, -0.410, 0.175, -0.062, 0.562, 0.433, 0.376, 0.392, 0.429, 0.412, 0.372, 0.401, 0.405, 0.452, -0.520, 1.749, -0.462, 0.193, -0.615, -0.607, -0.460, -0.789, -0.346, 0.160, -0.406, -0.608, -0.407, -0.669, -0.433, 0.407, 0.395, 0.376, 0.408, 0.412, 0.335, 0.409, 0.382, 0.405, 0.390, -0.963, 0.048, -0.645, -0.401, 0.276, 0.753, -0.555, 0.312, 0.329, 0.295, 0.370, 0.351, 0.145, 0.303, -0.518], "lumo_ha": 0.003, "e_homo_ha": -0.2903, "energy_ev": -92066.9374, "fmax_ev_per_a": 0.5}



# 6
{"formula": "C2H4ClFN2", "method": "ωB97M-V/def2-TZVPD", "elements": ["C", "C", "H", "H", "H", "H", "N", "N", "F", "Cl"], "xyz": [[0.03, -0.70, 0.69], [-0.96, 0.30, 0.44], [0.79, 0.77, -0.94], [2.41, 0.23, -1.12], [-0.12, -1.38, 1.53], [-1.58, 0.80, 1.23], [1.17, -0.14, -1.22], [1.09, -0.87, -0.01], [-0.36, 1.38, -0.01], [-2.46, -0.38, -0.59]], "mulliken_charge": [-0.077, 0.126, 0.317, 0.312, 0.372, 0.278, -0.556, -0.287, -0.277, -0.208], "lumo_ha": 0.003, "e_homo_ha": -0.3724, "energy_ev": -20355.4626, "relative_energy_ev": 3.410, "fmax_ev_per_a": 6.5}